Record 1
An isolated molecule of C6H12O, computed with ωB97M-V with the def2-TZVPD basis set.

Structure (XYZ):
```
19
Properties=species:S:1:pos:R:3:forces:R:3:nbo_charge:R:1
O 1.386 1.953 -0.114 0.357 -0.315 -0.172 -0.529
C 2.142 1.083 -0.477 -0.171 0.156 0.065 0.444
C 0.230 -0.319 -1.351 -0.053 0.016 -0.029 -0.399
C -0.258 -0.671 0.063 0.052 -0.018 0.078 -0.397
C -1.719 0.078 1.959 -0.036 -0.009 0.061 -0.602
C 1.739 -0.086 -1.350 -0.043 -0.021 0.004 -0.511
C -1.650 -0.158 0.451 -0.042 0.005 -0.041 -0.393
H 0.440 -0.224 0.778 -0.037 -0.067 -0.035 0.195
H -0.020 -1.110 -2.069 0.018 0.165 0.115 0.208
H -0.995 0.854 2.239 -0.163 -0.132 -0.003 0.207
H -1.458 -0.833 2.513 -0.074 0.126 -0.076 0.198
H 2.286 -0.976 -1.005 -0.052 0.139 -0.043 0.218
H 2.116 0.133 -2.360 0.010 -0.046 0.121 0.238
H -2.430 -0.862 0.134 0.110 0.109 0.024 0.195
H -0.260 0.599 -1.695 0.045 -0.136 0.071 0.214
H -2.713 0.402 2.286 0.138 -0.054 -0.056 0.208
H 3.208 1.101 -0.163 -0.095 0.085 -0.100 0.107
H -1.850 0.790 -0.065 0.071 -0.158 0.055 0.200
H -0.195 -1.756 0.226 -0.034 0.152 -0.038 0.199
```
Positions in Å, forces in eV/Å.

The value obtained for the LUMO energy is 0.040 Eh. As for the frontier orbital gap: 11.0 eV. The energy above the lowest of the compared OMol25 structures with the same formula, charge and spin comes out at 13.1 kcal per mole. The SMILES is CCCCCC=O. The total energy comes out at -8463.7854 eV. Its maximum force is 0.51 eV Å⁻¹. For the HOMO energy, the calculation gives -9.875 eV.



Record 2
A structure of composition C51H39CrN5O4S4Sb, computed with ωB97M-V with the def2-TZVPD basis set.

Structure (XYZ):
```
105
Properties=species:S:1:pos:R:3:forces:R:3:lowdin_charge:R:1
Sb 4.256 0.607 2.004 -0.134 -0.516 0.037 0.320
Cr -0.114 -0.025 -0.149 -0.252 -0.273 0.059 0.573
S -4.502 -0.621 -1.379 0.064 0.014 0.024 1.006
S 2.199 0.667 0.127 0.313 0.445 0.102 0.029
S 5.871 2.161 1.952 0.147 0.122 -0.118 -0.385
S 2.172 1.749 1.935 -0.260 0.168 -0.052 -0.109
O 4.863 -7.336 1.456 -0.034 0.037 0.049 -0.127
O 1.203 8.754 -0.355 -0.060 0.007 0.091 -0.111
O -3.176 -0.054 8.408 0.014 -0.027 -0.035 -0.104
O -1.704 -1.272 -8.956 0.050 -0.132 0.050 -0.110
N 0.430 -1.527 -1.405 0.012 0.045 0.005 -0.017
N -0.345 1.234 -1.708 0.110 -0.045 -0.014 -0.028
N -0.850 1.426 1.066 -0.017 -0.094 -0.153 -0.034
N -2.118 -0.653 -0.547 -0.050 0.188 -0.092 -0.074
N -0.079 -1.316 1.395 0.020 0.085 -0.135 -0.015
C 0.613 -2.998 2.770 0.076 -0.003 -0.127 -0.023
C 0.161 -1.569 -2.759 0.082 0.079 -0.031 -0.257
C 4.190 -5.017 1.718 0.015 -0.035 0.011 -0.018
C -1.296 3.479 1.966 0.035 -0.018 0.051 -0.019
C 1.988 -5.512 0.118 -0.066 0.012 0.066 -0.032
C -0.199 -2.183 3.497 -0.091 0.091 0.038 -0.025
C -0.413 3.134 -2.934 0.062 -0.062 -0.014 -0.046
C -0.428 0.879 -3.031 0.109 -0.107 0.004 -0.266
C 0.525 -2.836 -3.249 -0.050 -0.022 0.039 -0.057
C 0.835 7.424 -0.406 0.015 0.019 -0.047 -0.297
C 6.206 -7.093 1.093 0.016 0.001 -0.020 -0.105
C -1.571 0.815 6.781 -0.021 -0.027 0.036 -0.024
C -2.510 -1.963 -0.607 -0.064 -0.034 0.008 -0.189
C 1.252 -3.095 0.334 0.026 0.065 -0.080 -0.098
C -2.507 0.671 9.410 0.004 0.027 0.000 -0.117
C -3.057 0.162 -0.925 0.123 -0.077 0.070 -0.430
C -0.685 -0.665 -4.930 0.030 -0.048 -0.064 -0.194
C -2.328 -0.505 -6.723 0.005 -0.037 -0.081 -0.031
C 0.674 -2.464 1.429 -0.104 -0.094 0.119 -0.266
C -0.146 -1.390 -7.189 -0.024 0.036 -0.019 -0.015
C -0.608 -1.107 2.644 0.111 -0.075 0.093 -0.245
C -0.067 4.770 -0.463 -0.111 0.083 0.106 -0.195
C -1.646 2.542 2.889 -0.044 0.044 -0.022 -0.030
C 0.962 -2.738 -1.043 0.015 -0.051 0.156 -0.260
C -0.336 2.598 -1.641 -0.162 0.093 0.144 -0.281
C -2.838 -0.725 4.861 -0.015 0.007 -0.024 -0.023
C -0.333 -0.464 -3.511 -0.115 0.120 -0.030 -0.083
C -1.422 -1.058 -7.620 -0.010 0.078 -0.041 -0.298
C 3.998 -6.282 1.181 -0.012 -0.046 -0.036 -0.309
C -0.825 2.778 0.798 -0.011 0.018 -0.033 -0.289
C -1.130 0.820 5.461 0.029 -0.002 0.000 -0.023
C -1.258 0.059 3.073 -0.071 0.112 -0.037 -0.103
C -3.288 -0.752 6.168 0.004 0.016 0.039 -0.016
C 3.291 -4.005 1.425 0.016 0.067 -0.042 -0.020
C -3.783 -2.141 -1.035 0.058 -0.057 0.021 -0.385
C -0.507 7.142 -0.202 0.016 0.007 -0.055 -0.020
C -0.457 3.341 -0.409 0.170 -0.075 -0.184 -0.107
C 1.728 6.392 -0.668 0.007 0.025 0.040 -0.017
C -2.656 0.025 7.134 -0.021 -0.003 0.015 -0.290
C 2.172 -4.218 0.613 -0.021 -0.106 -0.049 -0.183
C 2.554 9.015 -0.053 0.037 0.008 -0.085 -0.114
C -1.310 1.255 2.349 0.063 -0.110 0.118 -0.265
C -3.063 -1.395 -9.297 -0.031 0.080 -0.018 -0.121
C -0.480 2.050 -3.815 -0.079 0.021 0.048 -0.048
C -1.753 0.065 4.475 0.014 0.010 0.041 -0.207
C 2.891 -6.530 0.386 0.061 -0.009 0.033 -0.015
C 1.054 -3.558 -2.175 0.003 0.039 -0.032 -0.060
C -1.953 -0.319 -5.400 0.049 0.000 0.069 -0.025
C -0.948 5.827 -0.241 -0.035 -0.002 -0.046 -0.039
C 0.214 -1.186 -5.868 0.006 0.013 0.023 -0.030
C 1.272 5.083 -0.694 -0.053 -0.016 0.010 0.002
H 0.422 -3.182 -4.263 0.002 -0.001 -0.021 0.080
H -2.914 1.232 -0.961 -0.015 0.028 -0.015 0.097
H 1.103 -5.730 -0.465 0.008 0.015 -0.029 0.107
H -1.050 1.417 7.513 -0.004 0.002 0.004 0.095
H 1.101 -3.902 3.101 -0.007 -0.013 0.002 0.098
H -3.032 0.463 10.341 0.006 0.004 0.001 0.083
H -1.795 -2.723 -0.330 -0.022 -0.037 -0.021 0.123
H 3.212 8.805 -0.902 0.002 -0.014 0.011 0.083
H -4.130 -1.366 6.462 -0.005 -0.001 0.002 0.109
H -2.658 0.113 -4.700 -0.016 -0.010 0.005 0.115
H 1.967 4.271 -0.869 0.017 0.001 0.011 0.127
H 2.620 10.076 0.184 -0.002 -0.003 0.004 0.081
H 2.739 -7.529 -0.005 0.004 -0.009 0.002 0.108
H 2.890 8.426 0.806 0.007 0.002 0.002 0.097
H -3.328 -1.332 4.109 -0.005 -0.002 -0.004 0.119
H 6.783 -7.959 1.414 -0.003 -0.002 -0.014 0.081
H 6.301 -6.972 0.009 0.002 0.012 0.006 0.093
H -1.999 5.611 -0.092 0.001 -0.009 0.029 0.114
H -3.097 -1.851 -10.286 -0.005 0.015 -0.001 0.082
H -1.377 4.549 2.062 0.013 0.010 -0.003 0.092
H -2.073 2.721 3.863 0.016 -0.007 0.019 0.096
H 1.455 -4.556 -2.220 0.017 -0.018 0.021 0.073
H -1.193 7.960 -0.017 0.001 0.009 0.008 0.107
H 0.559 -1.796 -7.904 0.000 -0.003 -0.014 0.109
H -0.469 -2.289 4.537 0.005 0.009 0.010 0.099
H 6.610 -6.200 1.578 0.003 -0.017 0.001 0.076
H 5.039 -4.815 2.359 0.012 -0.011 0.002 0.108
H -4.310 -3.068 -1.177 -0.012 0.001 -0.001 0.060
H -2.534 1.749 9.216 0.004 -0.012 0.006 0.089
H -3.596 -2.031 -8.584 0.002 -0.013 -0.018 0.092
H -0.527 2.081 -4.892 0.015 0.004 -0.021 0.090
H -0.269 1.417 5.188 0.003 0.006 -0.013 0.126
H -0.437 4.185 -3.175 -0.001 0.010 -0.006 0.092
H -1.463 0.358 9.506 -0.009 0.002 0.006 0.091
H 2.780 6.589 -0.826 0.003 0.009 -0.010 0.102
H 3.452 -3.010 1.824 0.000 -0.002 0.002 0.106
H 1.219 -1.424 -5.546 0.006 -0.018 0.009 0.117
H -3.321 -0.217 -7.042 -0.007 -0.005 0.005 0.096
H -3.563 -0.422 -9.341 -0.005 -0.012 0.021 0.084
```
Positions in Å, forces in eV/Å.

The value obtained for the LUMO energy (alpha / beta) is 0.133 / 0.133 Eh. As for the frontier orbital gap (alpha / beta): 3.5 / 4.9 eV. The net charge is -2. Its spin multiplicity is 6. The energy above the lowest of the compared OMol25 structures with the same formula, charge and spin comes out at 0.0 kcal per mole. Its expectation value of S² is 8.875. The total energy comes out at -147464.1910 eV. Its maximum force is 0.55 eV Å⁻¹. For the HOMO energy (alpha / beta), the calculation gives 0.132 / -1.317 eV.



Record 3
An isolated molecule of C6H10O, computed with ωB97M-V with the def2-TZVPD basis set.

Structure (XYZ):
```
17
Properties=species:S:1:pos:R:3:forces:R:3:nbo_charge:R:1
O -0.065 -0.247 2.300 0.024 0.251 0.235 -0.707
C 0.202 1.344 -0.089 0.139 -0.049 -0.145 -0.152
C 1.437 -0.563 -1.259 -0.103 -0.023 -0.097 -0.218
C 1.248 0.792 -0.715 -0.152 0.174 0.024 -0.228
C -1.029 -0.440 1.291 -0.280 -0.179 -0.364 -0.053
C 0.508 -1.467 -1.585 0.877 -0.207 0.035 -0.379
C -1.121 0.724 0.290 -0.033 0.053 0.016 -0.488
H -1.746 1.512 0.729 0.070 -0.106 -0.037 0.206
H -0.185 0.638 2.664 0.061 -0.108 0.058 0.459
H 0.808 -2.442 -1.975 -0.112 0.354 0.052 0.202
H -2.030 -0.599 1.723 0.173 -0.009 -0.061 0.158
H -0.738 -1.364 0.787 -0.009 0.112 0.072 0.184
H -0.541 -1.304 -1.458 -0.414 0.123 0.024 0.186
H 2.485 -0.799 -1.453 -0.247 -0.117 0.052 0.203
H 2.111 1.443 -0.847 -0.081 -0.100 0.016 0.205
H -1.662 0.384 -0.604 0.068 0.016 0.168 0.223
H 0.319 2.388 0.203 0.020 -0.185 -0.048 0.199
```
Positions in Å, forces in eV/Å.

The value obtained for the LUMO energy is 0.030 Eh. As for the frontier orbital gap: 9.6 eV. The energy above the lowest of the compared OMol25 structures with the same formula, charge and spin comes out at 29.9 kcal per mole. The SMILES is C=C/C=C\CCO. The total energy comes out at -8429.9441 eV. Its maximum force is 0.90 eV Å⁻¹. For the HOMO energy, the calculation gives -8.787 eV.



Record 4
An isolated molecule of C10H10O2S, computed with ωB97M-V with the def2-TZVPD basis set.

Structure (XYZ):
```
23
Properties=species:S:1:pos:R:3:forces:R:3:nbo_charge:R:1
S 3.427 -0.761 0.284 1.743 0.572 -0.016 0.478
O -1.980 2.017 0.111 -1.072 0.581 0.547 -0.414
O 4.377 0.318 -0.668 3.027 -1.645 -0.031 -0.868
C -0.658 2.130 -0.189 0.094 -2.611 -0.670 0.108
C -2.332 -2.077 0.154 -1.574 -4.659 1.114 -0.230
C 1.248 0.425 -0.726 0.409 -0.571 3.000 -0.442
C -3.504 0.065 0.396 -2.494 -0.047 0.931 -0.243
C -3.487 -1.352 0.420 -2.339 1.142 -1.092 -0.220
C -1.132 -0.080 -0.081 -1.143 1.727 0.541 -0.086
C -1.151 -1.484 -0.026 3.203 2.518 -0.696 -0.216
C -0.085 0.898 -0.387 -1.934 0.293 0.644 -0.094
C -2.304 0.715 0.209 2.094 -1.856 -0.949 0.268
C 2.133 0.404 0.594 1.210 2.225 -2.870 -0.553
H -2.365 -3.269 0.208 -0.091 2.779 -0.221 0.219
H 1.674 0.021 1.433 -1.464 -0.575 1.914 0.224
H 2.516 1.494 0.745 -0.406 -2.108 0.208 0.239
H -0.363 3.122 -0.344 0.638 1.070 -0.119 0.204
H 1.209 -0.639 -1.007 0.132 0.824 -0.803 0.225
H 1.785 1.117 -1.297 0.687 0.380 -1.800 0.233
H -0.121 -1.895 -0.145 -1.318 -0.604 0.008 0.216
H -4.537 0.579 0.574 2.268 -0.749 -0.409 0.230
H -4.545 -1.798 0.400 2.016 0.250 0.423 0.224
H 5.387 -0.032 -0.703 -3.688 1.067 0.347 0.496
```
Positions in Å, forces in eV/Å.

The value obtained for the LUMO energy is 0.013 Eh. As for the frontier orbital gap: 8.5 eV. The energy above the lowest of the compared OMol25 structures with the same formula, charge and spin comes out at 67.6 kcal per mole. The SMILES is OSCCc1coc2ccccc12. The total energy comes out at -25459.7580 eV. Its maximum force is 5.04 eV Å⁻¹. For the HOMO energy, the calculation gives -8.192 eV.



Record 5
An isolated molecule of C5H5N, computed with ωB97M-V with the def2-TZVPD basis set.

Structure (XYZ):
```
11
Properties=species:S:1:pos:R:3:forces:R:3:nbo_charge:R:1
N -3.763 -0.743 0.055 -4.145 -0.423 -0.392 -0.291
C -2.642 -0.735 0.008 2.166 0.909 -0.232 0.236
C -0.300 0.143 -0.340 -1.450 -2.209 3.309 -0.102
C -1.304 -0.590 0.339 2.782 2.781 -2.763 -0.336
C 2.123 0.622 -0.329 0.369 0.369 -0.283 -0.339
C 1.053 -0.023 0.187 0.862 1.030 -0.724 -0.246
H -1.237 -0.725 1.372 1.225 -1.235 1.471 0.239
H -0.449 0.909 -1.060 -0.412 -0.165 -1.237 0.222
H 1.168 -0.764 0.973 0.151 0.080 -0.104 0.216
H 3.178 0.506 -0.102 -0.278 -0.766 0.935 0.205
H 2.173 1.400 -1.103 -1.272 -0.370 0.019 0.197
```
Positions in Å, forces in eV/Å.

The value obtained for the LUMO energy is -0.025 Eh. As for the frontier orbital gap: 8.5 eV. The energy above the lowest of the compared OMol25 structures with the same formula, charge and spin comes out at 57.9 kcal per mole. The SMILES is C=C/C=C/C#N. The total energy comes out at -6753.3972 eV. Its maximum force is 4.81 eV Å⁻¹. For the HOMO energy, the calculation gives -9.132 eV.



Record 6
A cluster of 8 separate species, H14NO10 in total, computed with ωB97M-V with the def2-TZVPD basis set.

Structure (XYZ):
```
25
Properties=species:S:1:pos:R:3:forces:R:3:nbo_charge:R:1
O 20.624 14.600 -2.098 -0.840 1.196 -0.154 -0.987
O 19.507 15.190 -5.999 0.309 0.576 -0.678 -0.597
O 21.684 11.720 -6.742 0.113 0.822 1.205 -0.988
O 21.208 14.218 -5.145 1.099 0.409 0.988 -0.497
O 18.617 11.990 -6.131 -1.161 1.516 -0.004 -0.969
O 18.865 16.208 -3.624 0.001 0.462 0.711 -0.979
O 20.595 11.556 -3.903 -0.501 -0.021 0.650 -0.979
O 17.545 17.429 -6.966 -0.084 1.323 -0.009 -0.967
O 19.036 14.182 -9.254 -0.741 -0.501 -1.080 -0.966
O 21.049 14.323 -7.277 0.121 1.177 0.268 -0.555
N 20.643 14.651 -6.130 -1.392 -2.062 -0.965 0.726
H 19.657 14.284 -8.545 0.851 0.124 0.971 0.493
H 21.755 11.045 -7.395 0.216 -0.253 -0.943 0.470
H 16.711 17.006 -7.149 -0.028 -0.566 -0.027 0.468
H 20.142 15.309 -2.614 0.231 -0.929 0.755 0.493
H 19.833 11.972 -3.433 1.143 -0.079 -0.867 0.481
H 19.519 11.698 -6.099 0.989 -0.169 0.091 0.491
H 19.282 17.037 -3.900 -0.228 -0.423 -0.156 0.469
H 18.634 15.038 -9.368 -0.147 0.404 0.011 0.453
H 18.256 16.797 -6.965 0.217 -0.874 0.096 0.496
H 21.293 14.337 -2.718 0.512 -0.408 -0.466 0.468
H 21.023 12.204 -4.486 -0.463 0.001 0.329 0.495
H 18.657 12.978 -6.069 0.015 -1.280 -0.174 0.471
H 18.982 15.587 -4.362 0.203 0.257 -0.356 0.505
H 21.962 12.606 -7.058 -0.434 -0.702 -0.196 0.507
```
Positions in Å, forces in eV/Å.

The value obtained for the LUMO energy is 0.118 Eh. As for the frontier orbital gap: 10.2 eV. The net charge is -1. The energy above the lowest of the compared OMol25 structures with the same formula, charge and spin comes out at 6.7 kcal per mole. The total energy comes out at -22192.1572 eV. Its maximum force is 2.67 eV Å⁻¹. For the HOMO energy, the calculation gives -6.971 eV.



- maximum force of number 2 (C51H39CrN5O4S4Sb)?
  0.55 eV Å⁻¹



- Which formula does entry 5 have?
  C5H5N